--- P ---
# C3H7N2O

A gas-phase ion, C3H7N2O (charge +1) (the ωB97M-V functional and the def2-TZVPD basis, the OMol25 dataset).

Each line ends with the natural charge from an NBO analysis.
Cartesian coordinates (Å):
N1 1.00 1.35 0.21  -0.62
N2 0.09 0.23 -0.04  -0.16
C1 -1.43 0.67 -0.38  0.57
O1 -2.26 0.41 0.37  -0.38
C2 0.16 -1.11 0.68  -0.20
C3 0.59 -0.99 -0.71  -0.22
H1 1.00 1.60 1.19  0.40
H2 0.88 2.16 -0.34  0.40
H3 -1.57 1.21 -1.31  0.19
H4 -0.79 -1.50 0.99  0.25
H5 0.89 -1.32 1.47  0.26
H6 1.56 -1.21 -0.85  0.26
H7 -0.12 -1.51 -1.27  0.24

Calculated values
* highest occupied orbital energy: -15.5 eV
* net charge: +1
* HOMO-LUMO gap: 11.22 eV
* M: 87.1 g mol⁻¹
* SMILES: N[N+]1(C=O)CC1
* lowest unoccupied orbital energy: -4.28 eV

--- Q ---
# C3H7N2O

A gas-phase ion, C3H7N2O (charge +1) (the ωB97M-V functional and the def2-TZVPD basis, the OMol25 dataset).

Each line ends with the natural charge from an NBO analysis.
Cartesian coordinates (Å):
C1 -1.13 -0.17 -0.18  -0.31
C2 0.01 -0.73 -0.99  -0.10
C3 1.75 0.79 -0.48  0.41
N1 -1.36 -0.09 2.11  -0.25
N2 -0.65 0.03 1.16  -0.17
O1 0.83 0.37 -1.29  -0.32
H1 -1.19 0.91 -0.59  0.24
H2 -2.03 -0.65 -0.23  0.25
H3 0.57 -1.50 -0.28  0.23
H4 -0.31 -1.06 -2.00  0.26
H5 2.15 1.75 -0.59  0.21
H6 2.20 0.31 0.38  0.22
H7 -0.86 0.04 3.00  0.34

Calculated values
* highest occupied orbital energy: -13.3 eV
* net charge: +1
* HOMO-LUMO gap: 6.56 eV
* M: 87.1 g mol⁻¹
* lowest unoccupied orbital energy: -6.70 eV

--- R ---
# C3H7N2O

A gas-phase ion, C3H7N2O (charge +1) (the ωB97M-V functional and the def2-TZVPD basis, the OMol25 dataset).

Each line ends with the natural charge from an NBO analysis.
Cartesian coordinates (Å):
H1 -2.70 -1.55 0.09  0.40
N1 -1.69 -1.44 -0.05  -0.64
C1 -1.22 -0.32 0.01  0.57
O1 -1.57 1.02 0.17  -0.44
C2 -0.16 1.47 0.06  -0.08
C3 0.23 0.07 -0.42  -0.17
N2 1.40 -0.62 0.21  -0.66
H2 0.35 1.89 0.89  0.21
H3 0.00 2.19 -0.65  0.22
H4 0.36 -0.19 -1.41  0.24
H5 1.15 -1.53 0.50  0.45
H6 1.77 -0.07 1.03  0.46
H7 2.08 -0.91 -0.43  0.44

Calculated values
* highest occupied orbital energy: -15.1 eV
* net charge: +1
* HOMO-LUMO gap: 11.06 eV
* M: 87.1 g mol⁻¹
* SMILES: [H]/N=C1\OC[C@H]1[NH3+]
* lowest unoccupied orbital energy: -4.03 eV

Name the most stable of them. R.

--- P ---
# C5H13N2O

A gas-phase ion, C5H13N2O (charge +1) (the ωB97M-V functional and the def2-TZVPD basis, the OMol25 dataset).

Each line ends with the natural charge from an NBO analysis.
Cartesian coordinates (Å):
C1 3.10 0.86 -0.31  -0.66
C2 1.64 0.90 -0.60  -0.16
N1 1.14 -0.57 -0.19  -0.56
C3 -0.47 -0.78 -0.52  -0.33
C4 -1.04 -0.83 0.91  0.65
O1 -0.34 -1.37 1.75  -0.62
N2 -2.27 -0.27 1.11  -0.59
C5 -3.22 0.14 0.03  -0.41
H1 3.32 0.31 0.62  0.23
H2 3.39 1.94 -0.15  0.26
H3 3.73 0.50 -1.08  0.24
H4 1.29 0.86 -1.54  0.20
H5 1.10 1.56 0.00  0.21
H6 1.77 -1.28 -0.68  0.44
H7 1.21 -0.60 0.90  0.48
H8 -0.44 -1.89 -0.58  0.28
H9 -0.95 -0.07 -1.23  0.25
H10 -2.56 -0.11 2.11  0.44
H11 -4.11 -0.55 0.10  0.23
H12 -3.55 1.09 0.33  0.22
H13 -2.74 0.17 -0.98  0.20

Calculated values
* highest occupied orbital energy: -13.9 eV
* net charge: +1
* HOMO-LUMO gap: 10.79 eV
* M: 117.2 g mol⁻¹
* SMILES: CC[NH2+]CC(=O)NC
* lowest unoccupied orbital energy: -3.10 eV

--- Q ---
# C5H13N2O

A gas-phase ion, C5H13N2O (charge +1) (the ωB97M-V functional and the def2-TZVPD basis, the OMol25 dataset).

Each line ends with the natural charge from an NBO analysis.
Cartesian coordinates (Å):
C1 2.00 0.27 -0.80  -0.62
C2 1.11 0.39 0.44  -0.12
N1 1.22 1.77 1.05  -0.68
C3 -0.39 0.28 0.09  0.64
O1 -0.99 1.36 -0.04  -0.65
N2 -0.87 -0.90 -0.32  -0.39
C4 -2.29 -0.94 -0.69  -0.43
C5 -0.24 -2.17 0.13  -0.42
H1 2.96 0.70 -0.54  0.23
H2 1.57 0.81 -1.65  0.24
H3 2.02 -0.77 -1.08  0.25
H4 1.39 -0.33 1.21  0.23
H5 0.49 1.83 1.75  0.45
H6 0.85 2.43 0.38  0.47
H7 2.13 2.02 1.44  0.45
H8 -2.51 -0.04 -1.26  0.24
H9 -3.00 -0.88 0.14  0.22
H10 -2.46 -1.81 -1.30  0.22
H11 -1.01 -2.93 0.05  0.24
H12 0.04 -2.07 1.17  0.21
H13 0.51 -2.46 -0.60  0.22

Calculated values
* highest occupied orbital energy: -13.6 eV
* net charge: +1
* HOMO-LUMO gap: 10.27 eV
* M: 117.2 g mol⁻¹
* SMILES: C[C@@H]([NH3+])C(=O)N(C)C
* lowest unoccupied orbital energy: -3.34 eV

Name the most stable of them. Q.

--- P ---
# C5H13N2O

2 unconnected molecules or ions with the total composition C5H13N2O (the ωB97M-V functional and the def2-TZVPD basis, the OMol25 dataset).

Each line ends with the natural charge from an NBO analysis.
Cartesian coordinates (Å):
N1 -0.70 0.63 3.31  -1.10
C1 0.07 -2.36 1.47  -0.64
C2 0.05 -1.78 0.08  -0.38
N2 0.47 -0.42 0.14  0.16
C3 1.53 1.48 -1.32  -0.63
C4 0.58 0.27 -1.18  -0.23
C5 -0.87 0.70 -1.40  0.42
O1 -1.02 1.60 -2.18  -0.36
H1 0.25 -3.46 1.40  0.25
H2 -0.64 1.43 4.01  0.40
H3 -1.71 0.32 3.30  0.36
H4 0.81 -1.81 2.09  0.27
H5 -0.92 -2.23 1.94  0.24
H6 -0.88 -1.94 -0.59  0.31
H7 0.88 -2.32 -0.47  0.33
H8 -0.55 0.78 2.32  0.35
H9 1.16 2.19 -0.53  0.24
H10 2.58 1.06 -1.03  0.25
H11 1.65 2.07 -2.29  0.30
H12 0.77 -0.55 -2.00  0.28
H13 -1.67 0.36 -0.71  0.18

Calculated values
* highest occupied orbital energy: -13.1 eV
* net charge: +1
* HOMO-LUMO gap: 4.53 eV
* M: 117.2 g mol⁻¹
* lowest unoccupied orbital energy: -8.60 eV

--- Q ---
# C5H13N2O

A gas-phase ion, C5H13N2O (charge +1) (the ωB97M-V functional and the def2-TZVPD basis, the OMol25 dataset).

Each line ends with the natural charge from an NBO analysis.
Cartesian coordinates (Å):
N1 1.05 -1.05 -1.34  -0.80
C1 1.02 -0.38 -0.15  0.27
C2 1.95 0.52 0.22  -0.25
N2 3.01 0.91 -0.73  -0.67
C3 -0.19 -0.59 0.71  -0.44
C4 -1.40 0.13 0.06  -0.41
C5 -2.64 0.00 0.95  -0.06
O1 -3.79 0.04 0.11  -0.72
H1 0.28 -1.66 -1.55  0.42
H2 1.90 -1.28 -1.83  0.39
H3 2.00 0.97 1.19  0.24
H4 2.66 0.82 -1.69  0.44
H5 3.32 1.86 -0.58  0.45
H6 3.84 0.31 -0.69  0.43
H7 -0.38 -1.65 0.89  0.23
H8 -0.01 -0.08 1.65  0.23
H9 -1.62 -0.24 -0.94  0.22
H10 -1.16 1.18 -0.03  0.21
H11 -2.63 -0.96 1.46  0.16
H12 -2.66 0.82 1.67  0.17
H13 -4.56 0.33 0.61  0.48

Calculated values
* highest occupied orbital energy: -13.0 eV
* net charge: +1
* HOMO-LUMO gap: 9.37 eV
* M: 117.2 g mol⁻¹
* SMILES: N/C(=C\[NH3+])CCCO
* lowest unoccupied orbital energy: -3.64 eV

Name the most stable of them. Q.

--- P ---
# C5H13N2O

A gas-phase ion, C5H13N2O (charge +1) (the ωB97M-V functional and the def2-TZVPD basis, the OMol25 dataset).

Each line ends with the natural charge from an NBO analysis.
Cartesian coordinates (Å):
C1 1.14 -1.14 0.77  -0.44
N1 0.04 -0.40 0.01  -0.51
C2 -1.18 -1.23 -0.39  -0.33
C3 -1.99 -1.72 0.84  0.42
O1 -3.19 -1.76 0.81  -0.46
C4 0.36 0.39 -1.27  -0.27
C5 0.97 1.70 -0.82  -0.19
N2 0.24 2.02 0.62  -0.72
H1 0.79 -1.38 1.76  0.22
H2 2.05 -0.50 0.92  0.21
H3 1.37 -2.13 0.31  0.21
H4 -0.89 -2.13 -1.02  0.22
H5 -1.80 -0.46 -1.01  0.22
H6 -1.39 -2.02 1.65  0.11
H7 -0.60 0.66 -1.77  0.22
H8 0.91 -0.28 -1.99  0.25
H9 0.81 2.53 -1.55  0.25
H10 2.02 1.70 -0.60  0.22
H11 -0.71 1.56 0.66  0.47
H12 0.24 3.06 0.74  0.44
H13 0.80 1.54 1.33  0.45

Calculated values
* highest occupied orbital energy: -12.9 eV
* net charge: +1
* HOMO-LUMO gap: 9.32 eV
* M: 117.2 g mol⁻¹
* SMILES: CN(CC=O)CC[NH3+]
* lowest unoccupied orbital energy: -3.61 eV

--- Q ---
# C5H13N2O

2 unconnected molecules or ions with the total composition C5H13N2O (the ωB97M-V functional and the def2-TZVPD basis, the OMol25 dataset).

Each line ends with the natural charge from an NBO analysis.
Cartesian coordinates (Å):
C1 -0.94 -1.00 -2.59  0.76
C2 0.84 -1.06 1.05  -0.64
C3 0.91 1.16 -0.09  -0.66
C4 0.05 1.11 2.29  -0.63
C5 0.11 0.36 0.93  0.25
N1 -0.24 -1.84 -2.99  -0.52
N2 -1.38 0.02 -2.11  -0.78
O1 -1.16 0.15 0.32  -0.73
H1 1.40 -1.26 1.95  0.24
H2 0.05 -1.83 1.02  0.21
H3 1.51 -1.30 0.17  0.22
H4 1.82 1.58 0.40  0.25
H5 0.51 1.94 -0.75  0.23
H6 1.32 0.48 -0.95  0.20
H7 -0.28 2.14 2.07  0.23
H8 -0.59 0.60 3.06  0.22
H9 1.00 1.03 2.69  0.23
H10 -1.73 -0.33 0.88  0.50
H11 0.03 -2.67 -3.50  0.49
H12 -2.02 0.61 -2.72  0.47
H13 -1.21 0.12 -1.13  0.47

Calculated values
* highest occupied orbital energy: -14.4 eV
* net charge: +1
* HOMO-LUMO gap: 10.84 eV
* M: 117.2 g mol⁻¹
* lowest unoccupied orbital energy: -3.56 eV

--- R ---
# C5H13N2O

2 unconnected molecules or ions with the total composition C5H13N2O (the ωB97M-V functional and the def2-TZVPD basis, the OMol25 dataset).

Each line ends with the natural charge from an NBO analysis.
Cartesian coordinates (Å):
C1 -0.13 0.40 -2.20  -0.21
C2 1.09 0.77 -1.37  -0.46
C3 1.36 -0.38 -0.39  -0.25
C4 1.45 -0.15 0.92  -0.03
N1 0.98 -1.26 1.74  -0.45
C5 1.58 -1.41 2.85  0.00
N2 -1.26 -0.01 -1.25  -0.69
H1 -0.49 1.24 -2.79  0.24
H2 0.13 -0.56 -2.68  0.22
H3 2.01 0.95 -1.96  0.26
H4 0.89 1.71 -0.84  0.22
H5 1.18 -1.32 -0.91  0.21
H6 1.68 0.79 1.40  0.21
H7 2.36 -0.77 3.29  0.16
H8 1.20 -2.17 3.54  0.19
H9 -1.75 0.78 -0.81  0.47
H10 -0.82 -0.62 -0.56  0.45
H11 -1.96 -0.56 -1.74  0.44
H12 -2.83 0.28 1.70  0.50
H13 -3.70 1.42 1.11  0.50
O1 -2.96 0.85 0.92  -0.98

Calculated values
* highest occupied orbital energy: -12.8 eV
* net charge: +1
* HOMO-LUMO gap: 9.81 eV
* M: 117.2 g mol⁻¹
* lowest unoccupied orbital energy: -3.03 eV

Name the most stable of them. R.